<P>
One molecule with the formula C4H4OS. Source: OMol25; level of theory: ωB97M-V/def2-TZVPD.

Summary:
- SMILES = C1=CSC=CO1
- E_HOMO (eV) = -7.7

```
10
Properties=species:S:1:pos:R:3:mulliken_charge:R:1
C 0.982 1.130 0.069 -0.219
C -0.368 1.340 0.151 -0.150
S -1.521 -0.017 -0.129 -0.142
C -0.324 -1.255 0.260 -0.388
C 1.025 -1.173 -0.046 -0.034
O 1.793 -0.002 -0.140 -0.320
H 1.626 1.880 -0.055 0.377
H -0.290 2.550 0.300 0.269
H -0.805 -2.215 0.329 0.321
H 1.563 -2.176 0.011 0.287
```

<Q>
One molecule with the formula C4H4OS. Source: OMol25; level of theory: ωB97M-V/def2-TZVPD.

Summary:
- SMILES = C#CC(=O)SC
- E_HOMO (eV) = -9.8

```
10
Properties=species:S:1:pos:R:3:mulliken_charge:R:1
C -2.875 -0.321 0.135 0.359
C -1.762 0.020 -0.041 -0.649
C -0.331 0.424 -0.081 0.350
O 0.009 1.567 -0.076 -0.481
S 0.782 -0.901 -0.105 -0.064
C 2.246 0.151 0.183 -0.766
H -3.875 -0.741 0.317 0.393
H 2.132 0.601 1.125 0.295
H 3.136 -0.538 0.262 0.292
H 2.355 0.921 -0.595 0.271
```

<R>
C4H4OS as an isolated structure. Source: OMol25; level of theory: ωB97M-V/def2-TZVPD.

Summary:
- E_HOMO (eV) = -9.0

```
10
Properties=species:S:1:pos:R:3:mulliken_charge:R:1
C 0.416 0.819 -0.243 -0.553
C -0.259 -0.455 -0.614 0.057
C -1.393 -0.410 0.318 -0.175
C 1.467 0.286 0.357 -0.207
O -2.511 -0.102 0.208 -0.446
S 1.101 -1.397 0.104 -0.186
H 0.162 1.892 -0.406 0.333
H -0.276 -0.510 -1.773 0.383
H -0.986 -0.884 1.166 0.397
H 2.281 0.762 0.883 0.396
```

<S>
One molecule with the formula C4H4OS. Source: OMol25; level of theory: ωB97M-V/def2-TZVPD.

Summary:
- SMILES = O=C1CC=CS1
- E_HOMO (eV) = -8.9

```
10
Properties=species:S:1:pos:R:3:mulliken_charge:R:1
O -2.496 -0.732 -0.224 -0.519
C -1.376 -0.263 -0.203 0.340
C -0.228 -0.615 0.719 -0.321
C 1.003 0.129 0.226 -0.371
C 0.835 0.889 -0.851 -0.220
S -0.812 0.910 -1.516 -0.125
H -0.468 -0.302 1.738 0.266
H 0.015 -1.663 0.772 0.291
H 1.984 0.070 0.687 0.332
H 1.542 1.577 -1.350 0.326
```

Relative energy of each structure, in kcal/mol: <P> 65.4; <Q> 40.3; <R> 48.4; <S> 0.0.

<P>
One molecule with the formula CH3ClO2S. Source: OMol25; level of theory: ωB97M-V/def2-TZVPD.

Summary:
- E_HOMO (eV) = -10.3

```
8
Properties=species:S:1:pos:R:3:mulliken_charge:R:1
C 0.194 0.560 0.386 -0.488
O -1.145 1.108 -2.647 -0.423
O -1.139 0.648 0.027 -0.335
S -1.860 1.493 -1.449 0.683
Cl -3.562 0.364 -1.277 -0.111
H 0.859 0.339 -0.502 0.244
H 0.207 -0.282 1.269 0.187
H 0.692 1.404 0.971 0.244
```

<Q>
CH3ClO2S as an isolated structure. Source: OMol25; level of theory: ωB97M-V/def2-TZVPD.

Summary:
- E_HOMO (eV) = -10.9

```
8
Properties=species:S:1:pos:R:3:mulliken_charge:R:1
C -0.083 0.085 -0.039 -0.699
O -0.677 1.247 -2.537 -0.432
O -2.278 1.573 -0.654 -0.433
S -1.299 0.779 -1.329 0.936
Cl -2.553 -1.419 -1.902 -0.313
H -0.401 0.557 0.919 0.308
H -0.324 -0.962 0.162 0.308
H 1.001 0.142 -0.164 0.326
```

Relative energy of each structure, in kcal/mol: <P> 0.0; <Q> 2.1.

<P>
A 2-piece molecular cluster, C3H3F2N overall. Source: OMol25; level of theory: ωB97M-V/def2-TZVPD.

Summary:
- E_HOMO (eV) = -11.2

```
9
Properties=species:S:1:pos:R:3:mulliken_charge:R:1
C 0.097 0.419 1.335 0.205
C -0.077 -0.198 -0.812 -0.272
C -0.656 0.898 0.028 0.350
N -0.491 -0.559 0.605 -0.330
F 1.877 0.374 2.154 -0.518
F -1.892 1.262 -0.094 -0.207
H -0.384 0.537 2.259 0.263
H -0.631 -0.720 -1.570 0.252
H 0.959 -0.108 -1.058 0.258
```

<Q>
One molecule with the formula C3H3F2N. Source: OMol25; level of theory: ωB97M-V/def2-TZVPD.

Summary:
- E_HOMO (eV) = -9.0

```
9
Properties=species:S:1:pos:R:3:mulliken_charge:R:1
C -1.330 0.107 -0.670 -0.079
C 0.108 0.144 0.981 -0.430
C 0.763 -0.206 -0.476 0.448
N -1.260 0.319 0.548 -0.399
F 1.670 0.550 -1.143 -0.235
F 1.346 -1.457 -0.678 -0.257
H -2.113 0.161 -1.440 0.314
H 0.294 -0.624 1.604 0.336
H 0.523 1.006 1.275 0.302
```

Relative energy of each structure, in kcal/mol: <P> 33.5; <Q> 0.0.

<P>
An isolated ion of composition C3H6N3O and charge +1. Source: OMol25; level of theory: ωB97M-V/def2-TZVPD.

Summary:
- total charge = +1
- SMILES = Cn1cc[n+](=O)[nH]1
- E_HOMO (alpha / beta) (eV) = -14.3 / -14.3

```
13
Properties=species:S:1:pos:R:3:mulliken_charge:R:1
C -0.384 -0.218 1.196 -0.752
N -0.067 0.028 -0.162 0.341
C 1.107 -0.119 -0.891 -0.209
C 0.781 0.131 -2.156 -0.284
N -0.553 0.447 -2.255 0.742
O -1.160 0.729 -3.238 -0.631
N -1.082 0.326 -1.031 -0.239
H -0.399 -1.320 1.364 0.326
H 0.228 0.438 1.903 0.332
H -1.390 0.160 1.173 0.334
H 2.075 -0.256 -0.423 0.428
H 1.407 0.436 -3.064 0.358
H -2.106 0.453 -0.742 0.254
```

<Q>
An isolated ion of composition C3H6N3O and charge +1. Source: OMol25; level of theory: ωB97M-V/def2-TZVPD.

Summary:
- total charge = +1
- SMILES = C[N+]#CC(=O)NN
- E_HOMO (eV) = -14.0

```
13
Properties=species:S:1:pos:R:3:mulliken_charge:R:1
C 2.338 0.953 -0.013 -0.651
N 0.940 0.755 0.102 0.102
C -0.191 0.573 -0.112 0.240
C -1.603 1.025 0.066 0.433
O -1.712 2.224 0.136 -0.446
N -2.562 0.087 0.025 0.037
N -2.192 -1.269 -0.018 -0.554
H 2.783 0.068 0.456 0.322
H 2.449 1.984 0.388 0.341
H 2.689 0.698 -1.029 0.338
H -3.507 0.322 0.227 0.273
H -1.139 -1.130 -0.200 0.255
H -2.568 -1.746 -0.851 0.310
```

Relative energy of each structure, in kcal/mol: <P> 21.9; <Q> 0.0.

<P>
One molecule with the formula C3H9NS. Source: OMol25; level of theory: ωB97M-V/def2-TZVPD.

Summary:
- SMILES = C[C@@H](N)CS
- E_HOMO (eV) = -8.5

```
14
Properties=species:S:1:pos:R:3:mulliken_charge:R:1
C -0.888 -0.740 -0.383 -1.725
C -0.252 0.331 0.290 0.679
N -0.075 0.088 1.658 -0.680
C 1.105 0.795 -0.152 -0.563
S 1.340 0.655 -1.933 -0.252
H -1.360 -0.413 -1.401 0.360
H -1.652 -1.138 0.130 0.532
H -0.331 -1.697 -0.397 0.374
H -0.785 1.347 0.191 0.124
H 0.300 -0.889 1.866 0.259
H -1.000 0.111 2.313 0.269
H 1.529 1.904 -0.103 0.286
H 1.914 0.054 0.213 0.216
H 0.155 -0.407 -2.293 0.120
```

<Q>
A 2-piece molecular cluster, C3H9NS overall. Source: OMol25; level of theory: ωB97M-V/def2-TZVPD.

Summary:
- SMILES = C=N.CSC
- E_HOMO (eV) = -8.4

```
14
Properties=species:S:1:pos:R:3:mulliken_charge:R:1
C 0.763 -2.414 -2.629 -0.261
N 1.399 -1.571 -3.449 -0.459
H 1.335 -2.581 -1.647 0.248
H -0.018 -3.157 -3.086 0.234
H 0.798 -1.525 -4.292 0.242
C -0.259 -0.327 0.819 -0.800
S -0.099 1.418 1.164 -0.095
C -1.287 1.571 2.488 -0.905
H -1.087 -0.325 0.124 0.282
H -0.459 -1.127 1.564 0.363
H 0.628 -0.725 0.313 0.212
H -1.857 2.473 2.425 0.341
H -2.078 0.850 2.593 0.320
H -0.781 1.439 3.458 0.277
```

Relative energy of each structure, in kcal/mol: <P> 16.1; <Q> 0.0.